Record 1
Density functional theory data (wB97M-V/def2-TZVPD) for a 8-piece molecular cluster, C56H62BrClF8O5 overall in a non-equilibrium geometry.

Each line ends with the Mulliken charge.
Cartesian coordinates (Å):
C  6.34  4.73  4.71  -0.30
C  6.83  -1.02  5.27  -0.65
H  6.07  -0.05  1.77  0.26
C  -2.68  -5.29  -3.03  -0.62
C  -2.84  -4.00  -5.46  0.39
C  6.88  -3.94  -1.22  -0.72
F  4.66  4.62  3.06  -0.35
C  -0.99  -1.29  0.67  0.03
H  6.19  3.68  7.93  0.39
H  -9.70  -4.99  4.40  0.37
H  -2.33  7.13  -6.17  0.41
C  -11.74  -4.81  1.70  -0.40
H  -0.03  -2.45  -0.97  0.33
H  -2.96  3.39  -8.13  0.41
C  -3.43  2.37  0.84  -1.49
H  -2.98  -0.02  1.73  0.36
H  -1.47  0.25  2.76  0.34
F  5.00  -1.49  -3.10  -0.27
H  -0.73  -1.72  1.67  0.39
C  7.60  -3.96  -3.52  -0.40
H  3.18  3.52  4.88  0.51
H  -3.12  -5.93  -6.33  0.41
C  -2.80  3.94  -7.21  -0.38
O  -1.14  0.10  0.73  0.17
C  -10.85  -4.24  0.81  0.35
Br  -2.42  1.55  -1.84  -0.13
H  4.05  0.16  -1.14  0.51
H  -0.13  1.90  3.10  0.26
C  -8.36  1.35  -1.89  -0.52
C  -2.56  4.02  -4.82  -0.07
C  7.82  -1.43  6.15  0.37
C  -2.57  -3.90  -3.09  0.39
C  -9.74  -0.55  -2.43  -0.75
H  -12.01  -5.53  3.70  0.36
F  -2.57  2.41  3.06  -0.42
C  -1.99  0.49  1.80  -1.26
C  5.89  -2.46  -2.81  0.40
H  5.91  4.59  -1.06  0.28
C  -10.02  -4.78  3.39  -0.47
C  -9.14  -4.20  2.49  -0.53
H  6.96  -4.33  -0.22  0.40
F  -6.85  1.19  -0.08  -0.24
C  5.87  3.88  6.91  -0.53
C  -4.46  3.43  -1.20  -0.90
C  -2.75  3.29  -5.99  -0.51
H  7.00  5.19  3.99  0.43
H  6.21  -0.20  0.00  0.21
H  -4.10  1.50  0.71  0.27
O  -1.05  2.75  1.37  -0.33
C  -2.65  -3.25  -4.31  -0.70
H  8.24  -4.36  -4.30  0.36
H  0.93  2.93  2.09  0.21
H  -2.42  -3.33  -2.18  0.03
H  -9.50  -2.28  -1.18  0.17
H  -9.78  1.31  -3.50  0.37
C  0.18  -1.54  -0.36  -0.50
H  7.97  3.66  1.08  0.31
O  1.44  -1.56  0.30  -0.37
C  5.97  -2.93  -1.51  0.12
F  -2.92  -3.37  -6.65  -0.31
H  5.26  2.11  1.81  0.02
H  -0.34  3.72  3.06  0.25
C  2.51  -1.42  -0.63  -0.58
H  6.59  -2.57  -4.83  0.43
C  8.26  -3.36  4.81  -0.34
H  3.91  3.05  7.21  0.38
H  7.74  4.76  6.33  0.38
O  6.71  2.20  0.26  -0.37
C  3.48  -0.21  -0.26  -0.55
H  -2.32  3.74  -0.57  0.47
H  -10.51  -1.01  -3.04  0.39
F  -11.25  -3.97  -0.44  -0.31
C  -11.32  -5.08  3.00  -0.38
H  -8.87  -3.49  0.47  0.47
H  -4.02  3.16  1.37  0.50
Cl  -2.46  -2.18  0.09  -0.32
C  6.91  4.56  -0.57  -1.16
C  4.17  3.78  5.21  -0.39
H  -7.73  -1.23  0.23  0.43
C  5.44  1.75  0.76  0.10
C  -9.18  -1.27  -1.38  -0.02
H  5.33  -2.51  -0.75  0.23
C  -8.19  -0.68  -0.59  -0.29
H  3.07  -2.39  -0.62  0.23
C  6.95  3.55  0.64  0.12
H  5.79  -1.48  3.45  0.60
C  -2.20  2.06  1.75  1.49
H  9.32  -2.88  6.63  0.41
H  -2.26  5.97  -3.97  0.36
C  4.59  3.53  6.51  -0.46
C  -9.55  -3.93  1.19  -0.23
C  -0.11  2.81  2.47  -0.67
H  -2.96  -7.10  -4.14  0.36
H  8.81  -4.28  4.63  0.37
C  5.05  4.38  4.32  0.36
C  -2.96  -5.38  -5.41  -0.49
C  6.56  -1.79  4.15  -0.32
H  -2.86  2.21  -5.94  0.42
C  -9.34  0.76  -2.68  -0.35
H  2.16  -1.24  -1.68  0.39
H  -8.13  -3.96  2.79  0.37
H  -4.84  4.27  -0.58  0.40
C  6.69  -2.96  -3.82  -0.51
C  6.74  4.48  6.01  -0.43
C  -2.65  5.31  -7.26  0.23
H  -2.55  -2.18  -4.38  0.52
H  -4.30  3.70  -2.27  0.28
H  0.19  -0.66  -1.05  0.27
C  -2.41  5.40  -4.88  -0.49
C  7.27  -2.96  3.92  -0.66
C  8.54  -2.59  5.93  -0.45
H  -8.04  2.36  -2.06  0.43
C  7.70  -4.45  -2.23  -0.50
H  4.67  2.14  0.06  0.30
F  8.09  -0.68  7.23  -0.31
F  -2.70  5.94  -8.44  -0.32
C  -3.09  2.95  -0.57  -0.01
H  7.72  4.28  -1.29  0.31
C  -2.87  -6.02  -4.19  -0.30
H  2.78  0.62  0.04  0.35
H  6.22  3.94  1.40  -0.04
H  7.13  5.59  -0.19  0.35
C  -2.45  6.05  -6.10  -0.34
C  -7.80  0.62  -0.85  0.40
C  5.54  0.19  0.81  -0.54
H  -2.52  3.51  -3.86  0.24
H  -2.62  -5.80  -2.07  0.40
H  7.05  -3.57  3.05  0.44
O  4.29  -0.48  0.88  -0.23
H  6.28  -0.11  5.47  0.55
H  -5.16  2.55  -1.11  0.17
H  -12.75  -5.03  1.38  0.41
H  8.41  -5.24  -2.00  0.38

Computed properties:
2S+1: 1
HOMO-LUMO gap in eV: 9.61
LUMO level in eV: 0.47
Charge: 0
E_tot in Eh: -6380.30506
SMILES: CCOCCOCCOC[C@H](Cl)OC[C@](F)(C[C@H](C)Br)OC.Fc1ccccc1.Fc1ccccc1.Fc1ccccc1.Fc1ccccc1.Fc1ccccc1.Fc1ccccc1.Fc1ccccc1

---

Record 2
Density functional theory data (wB97M-V/def2-TZVPD) for C56H66AuBrN7OS3Si as an isolated structure.

Each line ends with the Mulliken charge.
Cartesian coordinates (Å):
H  2.47  -0.90  -6.33  0.56
C  3.78  -4.99  -1.30  -1.87
H  7.36  -2.85  -3.05  0.53
S  0.41  2.22  1.99  2.45
C  -3.57  1.44  3.10  0.55
H  -4.55  3.70  -0.56  0.52
C  -4.89  -1.56  1.29  -0.67
C  5.29  -2.29  -2.76  2.35
C  -2.61  4.21  4.22  -1.02
C  -2.01  -3.55  -3.81  -0.30
N  -2.72  2.56  0.73  0.40
H  4.24  -4.16  -5.95  0.27
C  3.70  1.15  3.94  -0.83
H  1.16  -4.89  -3.52  0.36
C  -4.16  -0.40  4.48  -0.78
C  0.53  6.16  2.97  -0.81
H  -2.84  -0.94  1.11  -0.07
C  3.06  -2.53  -5.06  2.45
H  -3.15  7.54  4.34  0.43
H  6.51  -0.53  -3.01  0.61
H  1.72  1.40  6.68  0.43
H  -5.27  5.04  -2.52  0.46
H  0.92  -2.85  -4.71  0.19
H  -5.73  1.52  -0.88  0.48
C  1.71  -3.18  -5.39  -2.00
C  -4.18  0.39  0.10  0.70
H  -2.78  5.61  5.83  0.47
Au  -0.05  -0.34  0.34  1.88
C  0.40  6.74  1.72  -0.57
C  4.11  -3.08  -6.03  -1.80
H  -2.13  0.10  3.95  0.27
H  5.63  -0.97  -4.47  0.33
Si  3.54  -2.91  -3.23  -0.75
H  1.96  -1.29  4.09  0.28
C  2.78  1.47  2.96  -0.61
C  1.48  1.78  3.34  0.43
C  1.54  -3.44  1.42  -1.54
C  -3.02  6.39  2.54  -0.88
C  -5.49  0.67  -0.25  -0.65
H  1.41  -2.90  -6.40  0.63
H  -2.16  1.24  -3.11  0.62
C  -3.18  0.35  3.86  0.03
N  -4.03  -0.75  -3.39  -0.36
H  1.75  -4.27  -5.36  0.33
H  3.42  -4.28  -0.55  0.13
H  -4.65  -2.43  1.89  0.52
H  -0.32  -3.21  3.49  0.55
C  -2.85  5.13  1.99  -0.20
H  -2.85  4.97  0.92  0.61
C  1.08  1.76  4.67  -0.24
C  -2.65  4.06  2.84  0.80
H  0.06  1.98  4.94  0.23
H  0.87  -3.51  0.57  0.02
C  -4.12  3.89  -3.92  -0.67
C  -5.50  -0.07  4.33  -0.69
C  -3.25  2.83  -4.10  -0.95
H  5.08  -2.61  -5.90  0.33
C  0.46  4.00  1.94  -0.03
H  6.32  -4.24  -2.78  0.30
C  0.30  5.96  0.58  -0.78
C  3.80  -5.71  -3.68  -1.88
H  4.78  -0.19  -3.13  0.33
H  2.56  -3.34  1.04  0.23
C  2.02  1.43  5.64  -0.78
H  6.32  -3.43  -4.35  0.28
H  -6.92  1.28  3.44  0.47
C  -6.20  -1.29  0.95  -0.87
H  -2.45  3.35  4.86  0.31
H  -6.26  -0.67  4.82  0.46
H  4.87  -5.54  -3.84  0.31
H  0.38  7.82  1.63  0.44
H  0.21  6.42  -0.40  0.46
H  -0.94  -2.40  2.04  0.24
H  3.85  -0.50  -5.32  0.35
H  -7.52  0.03  -0.12  0.47
H  0.27  3.93  -0.18  0.52
C  -2.80  5.47  4.76  -0.76
C  -4.60  4.21  -2.65  -1.02
N  0.70  1.68  0.66  -1.21
H  -4.43  4.48  -4.77  0.44
H  3.79  -2.87  -7.06  0.52
H  3.21  -2.01  3.07  0.34
H  2.18  -3.05  4.06  0.39
H  1.47  -4.37  2.00  0.43
C  0.33  4.57  0.68  -0.49
C  0.56  4.77  3.09  -0.40
H  -3.87  -1.26  5.08  0.50
C  -0.21  -2.33  2.85  -1.79
C  6.37  -3.27  -3.27  -1.75
C  5.56  -0.92  -3.39  -2.08
C  2.90  -1.03  -5.33  -1.81
H  -7.00  -1.95  1.27  0.43
H  0.67  4.31  4.06  0.45
H  -0.42  -1.44  3.45  0.20
H  4.73  -1.45  -0.81  0.32
N  -1.04  1.86  2.72  0.25
C  -4.90  1.79  2.93  -0.80
C  3.33  1.14  5.28  -0.62
Br  2.14  -1.61  -1.99  -0.13
H  1.56  -6.05  -2.26  0.57
H  1.21  -4.37  -1.83  -0.08
C  -1.57  -2.48  -1.64  0.44
H  5.41  -3.08  -0.70  0.34
H  0.61  6.77  3.86  0.48
H  4.87  -4.97  -1.29  0.37
C  -2.85  2.06  -3.01  -0.65
N  -1.04  -2.34  -0.62  -0.29
H  3.03  1.44  1.91  0.43
H  4.72  0.90  3.66  0.46
C  5.47  -2.13  -1.24  -1.87
C  2.20  -2.15  3.45  -1.86
H  -2.88  2.59  -5.08  0.48
H  -5.18  2.64  2.32  0.33
H  4.05  0.88  6.04  0.42
S  -2.38  2.42  2.22  0.66
O  1.39  -1.03  1.55  -0.57
C  -3.34  2.39  -1.75  0.30
C  -5.87  1.02  3.55  -0.77
C  -3.87  -0.73  0.87  -0.01
H  2.23  -0.54  -4.62  0.20
H  3.69  -6.73  -3.29  0.53
H  -3.17  7.24  1.89  0.51
C  -6.50  -0.18  0.17  -0.75
N  -1.81  -4.37  -4.59  -0.39
C  -3.00  6.56  3.92  -0.70
N  -1.61  0.56  -0.78  -0.92
C  1.68  -5.01  -2.58  -1.53
C  3.18  -4.71  -2.69  2.62
H  3.31  -5.69  -4.65  0.33
H  6.46  -1.71  -1.05  0.55
C  1.21  -2.23  2.29  2.23
C  -3.24  -1.55  -3.15  0.17
C  -2.27  -2.54  -2.87  0.70
C  -4.20  3.46  -1.56  -0.43
H  3.47  -5.99  -0.97  0.64
S  -2.76  1.36  -0.42  1.85

Computed properties:
2S+1: 3
HOMO-LUMO gap (spin up / spin down) in eV: 7.13 / 4.47
Energy above the lowest of the compared OMol25 structures with the same formula, charge and spin in kcal/mol: 0.0
LUMO level (spin up / spin down) in eV: -2.40 / -5.75
Charge: +1
E_tot in Eh: -6825.28406
⟨S²⟩: 2.033

---

Record 3
Density functional theory data (wB97M-V/def2-TZVPD) for C56H67BrF3N5OSTi as an isolated structure in a non-equilibrium geometry.

Each line ends with the Mulliken charge.
Cartesian coordinates (Å):
H  -5.11  -5.09  2.51  0.36
Br  1.12  -2.35  0.07  0.05
C  -3.41  -2.84  -0.42  0.54
C  0.24  5.54  1.54  -1.35
C  -0.53  4.43  0.89  1.20
C  -3.18  1.60  -1.64  0.67
H  0.10  6.87  3.27  0.43
H  -4.77  1.43  -4.73  0.31
H  -3.05  -6.43  2.08  0.30
N  -0.04  0.06  2.03  0.48
C  -2.69  -3.93  -2.66  -1.33
C  -0.39  3.02  1.14  -0.52
C  2.90  1.13  -1.24  -1.12
H  2.31  3.62  -0.35  0.13
H  -1.34  5.17  -2.67  0.24
C  1.66  1.92  -3.30  -1.74
H  -3.69  -4.82  -1.08  0.05
C  -1.25  6.05  -2.03  -1.08
C  -0.21  -2.21  3.06  0.14
C  -1.05  -5.18  3.45  -1.41
C  2.53  2.35  -2.10  2.82
H  -5.73  2.92  -2.24  0.31
C  -0.98  -1.98  -2.61  0.80
C  1.90  0.24  -0.75  0.68
N  -2.68  0.59  -0.93  -0.52
H  -5.45  -6.45  1.41  0.40
H  3.59  2.35  2.51  0.14
C  -1.66  -4.19  2.50  0.28
C  -3.61  -0.24  -2.94  0.29
H  -4.64  -3.63  -1.93  0.39
C  7.07  0.52  -0.55  -2.21
H  1.93  2.75  4.39  0.38
H  -0.59  5.25  3.53  0.26
H  0.72  1.50  -2.97  -0.10
O  0.62  0.48  -0.80  1.44
H  4.38  2.77  4.04  0.45
C  -2.00  5.81  -0.71  -1.23
H  -6.60  1.65  -3.10  0.34
C  -1.53  4.56  -0.03  0.68
H  1.19  3.19  2.51  -0.10
H  0.79  2.97  -1.00  -0.45
C  -3.82  -1.05  -4.18  -0.32
H  2.17  1.17  -3.90  0.41
H  6.01  -2.69  0.12  0.34
H  3.96  -2.16  0.53  0.34
H  -3.20  -6.14  0.36  0.32
H  -2.93  -4.81  -3.25  0.49
C  3.78  3.03  -2.67  -2.55
H  0.19  -1.73  6.01  0.28
C  4.67  -0.26  -0.26  -0.40
C  1.76  3.37  -1.27  -1.09
N  -1.27  2.30  0.38  0.29
C  -5.89  2.48  -3.22  -1.32
C  -5.05  -1.97  -4.21  -1.47
H  1.67  -1.90  6.97  0.38
C  -4.91  -5.50  1.52  -1.25
C  -2.91  -0.66  -1.65  2.19
H  -3.63  -0.96  0.35  1.17
C  6.32  -0.43  1.62  -1.52
C  -2.94  2.91  -1.32  -1.44
H  1.61  4.29  -1.85  0.62
C  3.77  2.02  3.53  -0.82
H  6.19  0.59  1.97  0.28
H  -1.65  6.92  -2.56  0.43
H  2.16  -2.30  4.56  0.44
C  -0.47  6.06  2.80  -1.40
H  1.04  -0.29  6.58  0.31
C  1.34  -0.48  3.82  0.80
H  -1.77  -5.96  3.72  0.57
H  -0.76  -4.68  4.38  0.36
H  0.66  -6.55  3.53  0.39
C  -2.76  -3.20  0.82  -0.20
F  -1.81  -4.98  -4.74  -0.36
H  -0.09  -6.39  1.93  0.26
H  4.97  1.58  -1.27  0.47
H  6.85  1.53  -0.20  0.37
C  2.38  -0.97  -0.20  -0.09
H  -0.19  6.22  -1.83  0.20
H  -3.93  2.83  -4.04  0.39
C  -3.84  1.08  -2.84  -0.24
N  -1.49  -1.10  -1.74  0.85
H  -5.78  -1.67  -3.46  0.34
S  0.57  -1.62  -3.21  -0.50
F  0.18  -4.49  -4.12  -0.22
C  4.23  0.87  -0.94  -0.19
H  1.24  5.19  1.82  0.35
Ti  -0.96  -0.01  -0.07  -0.91
C  -1.63  -3.23  -3.10  0.06
C  1.99  -1.28  4.90  -1.36
H  -3.07  5.74  -0.91  0.45
H  4.33  1.09  3.49  0.13
C  0.53  2.48  2.02  -0.72
H  7.32  -0.76  1.91  0.44
F  -0.95  -3.14  -5.43  -0.24
H  7.64  -2.06  -0.16  0.47
C  -3.64  -3.82  -1.51  -0.23
C  -1.24  -2.84  2.33  -0.77
C  -3.40  -5.70  1.35  -0.82
H  2.65  1.40  5.26  0.45
H  0.25  -2.81  3.83  0.07
H  -5.53  -1.94  -5.19  0.40
C  0.32  -0.95  2.91  -0.29
C  1.17  -1.30  6.20  -1.28
H  4.39  3.48  -1.88  0.35
H  -2.92  -1.63  -4.35  -0.26
H  -3.39  3.71  -1.89  0.43
H  -1.46  6.44  2.55  0.30
C  0.19  -5.85  2.83  -1.11
C  2.44  1.79  4.26  -1.44
H  -1.84  6.67  -0.05  0.42
C  6.58  -1.90  -0.38  -1.81
H  2.98  -0.85  5.11  0.48
H  4.40  2.33  -3.24  0.42
H  -6.35  3.23  -3.87  0.38
C  -1.02  -3.92  -4.33  0.28
N  -1.91  -2.25  1.32  -0.25
C  -2.62  -4.43  1.53  0.56
H  0.36  6.36  0.83  0.51
C  0.66  1.16  2.44  0.40
H  0.92  -5.09  2.55  0.20
H  1.45  2.79  -3.93  0.44
H  -5.29  -4.80  0.78  0.24
C  6.14  -0.51  0.10  2.14
C  -3.60  -1.51  -0.58  -2.68
H  -3.88  -0.34  -5.02  0.68
C  1.54  0.84  3.53  0.43
C  3.71  -1.21  0.07  -0.36
H  -4.76  -3.00  -4.01  0.27
H  8.11  0.29  -0.30  0.46
H  5.59  -1.06  2.13  0.27
C  -4.57  1.97  -3.80  -1.02
C  -1.97  3.22  -0.35  0.45
H  6.42  -2.01  -1.45  0.36
H  3.46  3.83  -3.34  0.53
H  6.97  0.50  -1.64  0.40

Computed properties:
2S+1: 3
HOMO-LUMO gap (spin up / spin down) in eV: 4.25 / 5.15
LUMO level (spin up / spin down) in eV: 4.10 / 4.09
Charge: -2
E_tot in Eh: -6644.51581
⟨S²⟩: 2.153